(1)
C32H46ClF5O2P4TeW as an isolated structure at a distorted geometry. Source: the Open Molecules 2025 dataset; level of theory: ωB97M-V/def2-TZVPD.

Summary:
Total charge: +2
HOMO level (alpha / beta), eV: -12.79 / -13.74
Electronic energy, eV: -110394.034
Kohn-Sham gap (alpha / beta), eV: 7.0825 / 4.5405
Spin multiplicity: 3

Each line ends with the Mulliken spin population.
Element x y z (Å)
P1 -0.78 -3.08 -1.77  0.360
C1 0.04 -4.71 -1.96  0.100
C2 -0.49 -5.92 -1.48  0.031
H1 -1.41 -5.92 -0.89  0.001
C3 0.16 -7.12 -1.77  -0.007
H2 -0.27 -8.06 -1.42  0.002
C4 1.35 -7.13 -2.50  0.067
H3 1.84 -8.07 -2.75  0.002
C5 1.92 -5.92 -2.92  -0.019
H4 2.86 -5.91 -3.47  0.000
C6 1.28 -4.71 -2.64  0.059
H5 1.72 -3.76 -2.95  -0.002
C7 -2.12 -3.45 -0.58  0.096
C8 -1.76 -3.44 0.79  0.017
H6 -0.74 -3.17 1.08  0.006
C9 -2.70 -3.81 1.76  -0.014
H7 -2.40 -3.82 2.81  0.000
C10 -4.00 -4.16 1.38  0.044
H8 -4.72 -4.46 2.14  0.002
C11 -4.37 -4.12 0.03  -0.006
H9 -5.38 -4.38 -0.27  0.001
C12 -3.44 -3.75 -0.95  0.022
H10 -3.74 -3.71 -1.99  0.002
C13 -1.68 -2.90 -3.36  0.075
C14 -1.86 -3.94 -4.28  0.030
H11 -1.39 -4.92 -4.11  0.003
C15 -2.65 -3.74 -5.41  -0.007
H12 -2.81 -4.56 -6.11  0.002
C16 -3.25 -2.49 -5.64  0.051
H13 -3.89 -2.35 -6.52  0.002
C17 -3.00 -1.43 -4.76  -0.013
H14 -3.45 -0.45 -4.95  0.000
C18 -2.19 -1.62 -3.64  0.033
H15 -1.95 -0.77 -2.99  0.004
W1 1.87 1.19 0.46  0.812
C19 0.37 2.38 1.32  0.001
C20 -0.92 1.91 1.34  0.103
H16 0.60 3.36 1.75  -0.006
C21 -1.16 0.56 0.70  -0.033
O1 -2.04 0.75 -0.46  0.003
H17 -2.36 -0.14 -0.76  -0.003
C22 0.18 0.06 0.30  -0.070
H18 -1.63 -0.12 1.43  0.002
C23 1.03 -0.45 -0.56  0.060
Cl1 3.93 0.57 -0.39  0.103
P2 1.89 3.14 -1.10  0.010
P3 2.61 0.76 2.76  0.002
C24 3.47 3.84 -1.67  0.007
H19 4.20 3.04 -1.84  0.001
H20 3.85 4.52 -0.90  -0.001
H21 3.29 4.40 -2.60  -0.001
C25 1.02 2.52 -2.57  0.003
H22 -0.02 2.26 -2.31  -0.001
H23 1.52 1.62 -2.96  0.000
H24 1.02 3.30 -3.34  0.000
C26 1.03 4.65 -0.60  -0.003
H25 1.63 5.12 0.20  0.000
H26 0.03 4.43 -0.22  0.006
H27 0.96 5.33 -1.46  -0.001
C27 4.20 1.44 3.30  0.000
H28 4.09 2.53 3.40  0.000
H29 4.97 1.25 2.55  0.000
H30 4.48 1.00 4.27  0.000
C28 1.47 1.22 4.08  0.001
H31 0.44 0.93 3.83  0.002
H32 1.51 2.32 4.19  0.000
H33 1.76 0.73 5.02  -0.001
C29 2.76 -1.05 2.84  0.010
H34 3.50 -1.40 2.10  0.001
H35 1.79 -1.53 2.63  -0.003
H36 3.09 -1.32 3.85  0.000
P4 -2.34 2.84 2.01  0.003
C30 -1.74 4.14 3.08  0.001
C31 -3.31 1.64 2.91  0.005
H37 -1.11 4.85 2.54  0.000
H38 -1.16 3.72 3.91  -0.001
H39 -2.61 4.68 3.50  0.000
H40 -3.50 0.76 2.28  0.000
H41 -4.27 2.09 3.20  0.000
H42 -2.77 1.33 3.82  0.000
C32 -3.19 3.46 0.56  0.011
H43 -2.64 4.33 0.16  0.000
H44 -4.21 3.75 0.83  0.001
H45 -3.20 2.66 -0.19  -0.003
H46 1.14 -1.28 -1.23  0.030
F1 5.23 4.24 1.12  0.000
Te1 4.18 5.32 2.32  0.000
F2 3.35 6.24 0.84  0.000
F3 5.21 4.58 3.76  0.000
F4 5.58 6.61 2.15  0.000
F5 3.38 6.54 3.55  0.000
O2 2.82 4.12 2.41  0.002

---

(2)
C17H20B2Cl3O5 as an isolated structure at a distorted geometry. Source: the Open Molecules 2025 dataset; level of theory: ωB97M-V/def2-TZVPD.

Summary:
Total charge: -1
HOMO level, eV: -2.34
Relative energy (zero: lowest compared OMol25 entry of this formula, charge and spin), kcal per mole: 0.00
Electronic energy, eV: -67113.729
Kohn-Sham gap, eV: 4.6162
Spin multiplicity: 1

Each line ends with the natural charge from an NBO analysis.
Element x y z (Å)
Cl1 2.75 -0.15 1.39  -0.324
B1 2.73 1.69 0.93  0.474
Cl2 3.15 2.65 2.48  -0.307
Cl3 3.98 1.98 -0.39  -0.287
O1 1.48 2.08 0.39  -0.670
C1 0.33 2.65 0.29  0.312
C2 -0.63 2.30 1.37  -0.070
C3 -2.02 2.61 1.29  -0.239
C4 -2.80 2.37 2.39  -0.223
C5 -2.33 1.69 3.51  -0.294
C6 -1.06 1.13 3.42  -0.138
C7 -0.25 1.39 2.33  -0.256
H1 -1.18 2.30 -0.82  0.303
H2 -2.39 3.12 0.40  0.193
H3 -3.82 2.73 2.40  0.194
H4 -2.96 1.54 4.40  0.198
H5 -0.65 0.51 4.20  0.191
H6 0.73 0.92 2.29  0.241
C8 1.47 1.29 -3.85  -0.666
C9 0.59 2.13 -3.05  0.336
C10 -0.20 3.26 -3.24  -0.332
C11 -0.46 3.81 -2.00  -0.276
C12 -0.18 2.79 -0.99  -0.044
B2 0.42 -2.16 -1.41  1.373
O2 1.68 -2.71 -1.31  -0.731
C13 1.43 -3.56 -0.18  -0.072
C14 -0.08 -3.49 0.27  -0.140
C15 -0.37 -4.59 1.22  -0.606
C16 -1.06 -3.64 -1.04  -0.054
O3 -0.64 -2.78 -2.07  -0.742
C17 -0.30 -2.00 0.74  -0.044
O4 0.01 -1.22 -0.39  -0.734
O5 0.57 1.83 -1.76  -0.424
H7 1.72 1.81 -4.78  0.214
H8 2.41 1.05 -3.30  0.261
H9 0.95 0.34 -4.04  0.217
H10 -0.43 3.65 -4.24  0.212
H11 -1.01 4.71 -1.81  0.210
H12 1.72 -4.56 -0.51  0.179
H13 2.10 -3.18 0.62  0.208
H14 -1.41 -4.58 1.53  0.214
H15 -0.18 -5.55 0.74  0.207
H16 0.28 -4.52 2.10  0.220
H17 -1.05 -4.66 -1.42  0.173
H18 -2.08 -3.35 -0.72  0.176
H19 -1.35 -1.86 1.04  0.169
H20 0.36 -1.75 1.59  0.197

---

(3)
An isolated ion of composition C4H7O2 and charge -1 at a distorted geometry. Source: the Open Molecules 2025 dataset; level of theory: ωB97M-V/def2-TZVPD.

Summary:
Total charge: -1
HOMO level, eV: -3.83
Relative energy (zero: lowest compared OMol25 entry of this formula, charge and spin), kcal per mole: 28.31
Electronic energy, eV: -8356.849
Kohn-Sham gap, eV: 8.2507
Spin multiplicity: 1

Each line ends with the natural charge from an NBO analysis.
Element x y z (Å)
C1 0.54 -0.79 -1.51  -0.644
C2 1.43 -0.21 -0.45  -0.394
C3 0.76 0.52 0.79  -0.487
C4 -0.71 0.30 0.56  0.744
O1 -1.27 0.96 -0.38  -0.803
O2 -1.15 -0.69 1.25  -0.798
H1 0.17 0.19 -2.10  0.233
H2 -0.35 -1.18 -1.08  0.238
H3 1.04 -1.59 -2.06  0.186
H4 2.03 0.67 -0.72  0.196
H5 2.14 -1.01 0.07  0.170
H6 1.06 1.65 0.83  0.164
H7 1.10 0.12 1.74  0.195

---

(4)
C24H31ClCsF6GeN5O6S2 as an isolated structure. Source: the Open Molecules 2025 dataset; level of theory: ωB97M-V/def2-TZVPD.

Summary:
Total charge: -2
HOMO level, eV: -1.41
Relative energy (zero: lowest compared OMol25 entry of this formula, charge and spin), kcal per mole: 9.98
Electronic energy, eV: -152689.710
Kohn-Sham gap, eV: 5.2767
Spin multiplicity: 1

Each line ends with the Mulliken charge.
Element x y z (Å)
Cs1 -0.09 -0.53 -0.02  1.101
F1 -4.13 -2.24 1.85  -0.216
C1 -3.76 -3.19 0.99  0.729
F2 -4.56 -4.24 1.18  -0.263
F3 -2.51 -3.56 1.30  -0.211
S1 -3.85 -2.59 -0.74  0.973
O1 -2.99 -1.43 -0.75  -0.467
O2 -5.25 -2.42 -0.99  -0.686
N1 -3.33 -3.84 -1.54  -0.578
S2 -1.83 -4.11 -1.95  1.031
O3 -1.60 -5.53 -2.03  -0.662
O4 -0.84 -3.27 -1.34  -0.548
C2 -1.84 -3.57 -3.71  0.664
F4 -2.67 -4.32 -4.45  -0.262
F5 -0.62 -3.68 -4.23  -0.233
F6 -2.23 -2.30 -3.81  -0.233
O5 0.98 0.83 2.25  -0.374
C3 1.73 0.88 3.27  -0.341
C4 2.81 1.84 3.36  -0.656
C5 3.70 1.87 4.39  -0.368
C6 3.61 0.95 5.45  -0.861
C7 2.58 0.03 5.41  -0.512
C8 1.63 -0.02 4.38  1.063
C9 0.53 -0.99 4.47  -0.097
N2 -0.28 -1.43 3.53  0.095
C10 -1.13 -2.32 4.15  -0.189
C11 -0.86 -2.40 5.48  -0.833
N3 0.21 -1.56 5.67  -0.011
H1 2.88 2.55 2.53  0.384
H2 4.50 2.61 4.39  0.350
H3 4.33 0.93 6.25  0.338
H4 2.53 -0.71 6.20  0.247
H5 -1.91 -2.83 3.60  0.203
H6 -1.30 -2.97 6.28  0.417
H7 0.62 -1.32 6.55  0.200
C12 0.49 -0.37 -4.46  -0.328
C13 1.73 -1.13 -4.47  0.404
N4 2.71 -1.72 -4.46  -0.668
H8 0.62 0.55 -5.04  0.303
H9 0.19 -0.06 -3.45  0.006
H10 -0.30 -0.97 -4.91  0.305
Cl1 5.37 -1.05 2.99  -0.203
C14 4.85 -1.30 1.35  0.366
C15 5.76 -1.63 0.36  -0.430
C16 5.29 -1.80 -0.93  -0.547
C17 3.93 -1.65 -1.18  -0.240
N5 3.06 -1.33 -0.22  -0.061
C18 3.51 -1.16 1.02  -0.259
H11 6.81 -1.73 0.61  0.420
H12 5.97 -2.05 -1.73  0.401
H13 3.54 -1.78 -2.18  0.305
H14 2.78 -0.88 1.77  0.132
C19 0.55 5.31 -2.92  -1.301
Ge1 0.42 3.35 -3.26  0.046
C20 2.12 2.99 -4.21  -1.081
C21 -1.03 3.27 -4.61  -1.191
C22 0.11 2.12 -1.86  -0.594
H15 0.72 5.87 -3.85  0.359
H16 1.37 5.52 -2.24  0.350
H17 -0.37 5.67 -2.46  0.342
H18 2.17 3.56 -5.15  0.331
H19 2.24 1.93 -4.43  0.222
H20 2.96 3.30 -3.59  0.381
H21 -0.76 3.84 -5.51  0.352
H22 -1.94 3.70 -4.19  0.368
H23 -1.25 2.24 -4.90  0.342
H24 -0.92 2.23 -1.49  -0.519
H25 0.82 2.26 -1.03  0.392
C23 -2.77 1.44 1.84  -0.248
C24 -3.03 2.21 0.56  -0.125
O6 -2.32 3.44 0.52  -0.540
H26 -3.36 0.52 1.85  0.121
H27 -3.04 2.04 2.70  0.352
H28 -1.71 1.16 1.95  -0.250
H29 -4.09 2.46 0.49  0.320
H30 -2.79 1.60 -0.31  0.087
H31 -1.47 3.30 0.08  0.383